Formula: C29H23Cl2N3O2Pr
Source: the Open Molecules 2025 dataset
Level of theory: ωB97M-V/def2-TZVPD

Its spin multiplicity is 3. As for the total charge: +1. For the energy above the lowest of the compared OMol25 structures with the same formula, charge and spin, the calculation gives 8.47 kcal per mole. The value obtained for the HOMO-LUMO gap (spin up / spin down) is 0.287 / 0.290 Ha.

Structure (XYZ):
```
60
Properties=species:S:1:pos:R:3:forces:R:3
Pr -0.57705 0.74766 0.47441 -0.143 -2.501 2.514
C -2.60804 0.14678 -1.12819 -0.467 -0.323 -0.082
C -1.89506 -1.06210 -0.94667 -0.611 -0.347 0.005
C -2.05446 -1.46381 0.40404 -0.727 -0.117 -0.142
C -2.84836 -0.49107 1.05992 -0.658 -0.644 -0.503
C -3.19202 0.49961 0.10945 -0.465 -0.381 -0.141
H -2.80952 0.63335 -2.07599 0.297 0.087 0.191
H -1.48944 -1.68511 -1.73654 0.204 0.241 0.135
H -1.78363 -2.43058 0.81212 0.280 0.253 0.035
H -3.29395 -0.60275 2.04222 0.296 0.178 0.002
H -3.91217 1.29541 0.25837 0.282 0.085 0.049
C 2.70267 -2.31393 -1.14123 -0.112 0.015 0.125
C 3.32687 -2.87624 -0.03947 -0.193 0.158 -0.013
C 2.87733 -2.54008 1.22742 -0.124 0.202 -0.049
C 1.81691 -1.64172 1.36138 0.137 -0.197 -0.406
N 1.20188 -1.11872 0.28758 0.405 -0.305 0.229
C 1.63846 -1.45083 -0.92321 0.150 0.000 -0.196
C 1.23198 -1.27947 2.67059 -0.180 0.029 0.530
C 1.74588 -1.76410 3.87399 -0.091 0.132 -0.221
C 1.06400 -1.52926 5.05335 -0.249 0.103 -0.131
C -0.13401 -0.83337 5.00527 0.118 -0.200 -0.199
C -0.56391 -0.36048 3.77737 -0.091 -0.102 0.094
N 0.10822 -0.53268 2.63987 0.370 -0.496 0.351
H 3.02360 -2.54395 -2.14500 -0.030 -0.005 -0.072
H 4.14293 -3.57409 -0.16034 0.042 0.001 -0.004
H 3.35340 -2.98635 2.08521 -0.026 0.030 0.096
H 1.11333 -0.99532 -1.75744 0.087 -0.041 0.039
H 2.65837 -2.33437 3.89592 0.091 -0.060 -0.044
H 1.43725 -1.91768 5.98770 0.077 -0.018 0.096
H -0.72825 -0.67721 5.88941 -0.086 0.053 0.088
H -1.51112 0.15890 3.69432 0.051 0.030 0.001
Cl 3.35547 2.05382 3.59999 0.048 0.038 0.051
C 1.70197 2.28780 4.05474 -0.276 0.027 -0.229
C 1.30678 2.12324 5.37254 -0.015 0.110 -0.067
C -0.01756 2.32260 5.72595 0.039 0.046 -0.135
C -0.97069 2.57078 4.75086 0.020 0.157 -0.149
C -0.57062 2.69018 3.43371 0.622 -0.232 0.143
Cl -1.73145 2.80275 2.15006 -0.651 0.552 0.545
C 0.78093 2.63746 3.05905 -0.136 0.165 0.475
N 1.14383 2.98718 1.74996 0.302 -0.113 -0.160
C 0.86540 4.36506 1.38315 0.125 0.534 0.138
C 0.56082 5.29369 2.37566 0.119 -0.075 -0.045
C 0.26987 6.60753 2.06201 -0.007 0.000 -0.043
C 0.29222 7.01875 0.74300 -0.008 0.031 -0.040
C 0.62269 6.11035 -0.24552 0.062 -0.042 0.117
C 0.92537 4.78692 0.05010 -0.057 0.029 0.089
C 1.28245 3.84900 -1.07243 -0.149 -0.353 0.308
C 0.54614 2.54875 -0.82758 1.461 1.522 -1.108
O 1.19449 1.48437 -0.65109 1.234 -0.002 -1.219
O -0.69995 2.57149 -0.70304 -0.794 1.643 -1.284
H 2.04268 1.87340 6.11941 0.112 -0.018 0.066
H -0.31308 2.25248 6.75890 -0.051 -0.043 0.154
H -2.01521 2.66562 4.99864 -0.144 -0.009 0.049
H 2.11923 2.74410 1.55951 -0.351 0.029 0.014
H 0.56564 4.99663 3.41313 -0.018 -0.002 0.073
H 0.03499 7.30561 2.85096 -0.019 0.049 0.061
H 0.05789 8.03869 0.48530 -0.022 0.122 -0.045
H 0.65093 6.42515 -1.27756 -0.008 0.045 -0.117
H 2.35761 3.65945 -1.12196 -0.099 -0.056 -0.038
H 0.94856 4.26813 -2.02202 0.030 -0.017 0.020
```
Positions in Å, forces in eV/Å.

---

Formula: C5H5ClOS
Source: the Open Molecules 2025 dataset
Level of theory: ωB97M-V/def2-TZVPD

As for the total charge: 0. For the energy above the lowest of the compared OMol25 structures with the same formula, charge and spin, the calculation gives 73.99 kcal per mole. The value obtained for the HOMO-LUMO gap is 0.323 Ha.

Structure (XYZ):
```
13
Properties=species:S:1:pos:R:3:forces:R:3
S 3.93455 -1.40808 -0.15958 -0.604 -1.065 1.037
C 2.49724 -0.81428 0.32096 2.527 0.558 -1.311
O 2.14315 0.24924 -0.38793 -2.003 0.686 1.289
C 0.92968 0.77323 0.13127 1.486 1.450 -2.771
C -0.19823 0.13512 -0.00136 0.687 -1.557 1.683
C -1.47994 0.67142 0.05773 -3.133 2.601 -3.038
C -2.58179 -0.09872 -0.12032 -1.772 2.469 -1.179
Cl -2.72964 -1.84221 -0.07432 0.214 1.125 0.192
H 1.78666 -0.88348 1.12969 0.381 -1.349 0.660
H 1.02435 1.82737 0.14079 -0.168 0.987 0.426
H -0.18127 -0.93139 -0.01217 0.208 -0.836 -0.561
H -1.63375 1.79748 -0.48446 0.404 -2.956 2.290
H -3.51100 0.52431 -0.54029 1.776 -2.114 1.284
```
Positions in Å, forces in eV/Å.